No. 1
The following is a quantum chemistry calculation of F24InP4 as an isolated structure at a distorted geometry, from the OMol25 dataset.

Summary:
- Net charge: -1
- Energy: -3952.94028 Eh
- Frontier orbital gap: 0.1130 Eh
- HOMO level: -0.3922 Eh
- Relative energy (zero: lowest compared OMol25 entry of this formula, charge and spin): 445.6 kJ/mol
- Spin multiplicity: 1

The geometry in XYZ format:
```
29
Properties=species:S:1:pos:R:3:nbo_charge:R:1
In 0.3504 0.4435 0.2673 1.92
P -3.2699 1.3322 1.5884 2.59
F -4.0321 2.6376 2.2366 -0.56
F -4.0987 1.6598 0.2802 -0.51
F -2.1261 2.2696 0.9896 -0.54
F -2.5345 0.1479 0.8833 -0.56
F -2.4183 1.0451 2.9589 -0.57
F -4.4792 0.3940 2.1255 -0.55
P 2.9805 -0.9591 -2.0930 2.58
F 3.2967 -1.2552 -3.7044 -0.56
F 2.4981 0.5561 -2.3062 -0.58
F 1.3638 -1.3141 -2.2768 -0.55
F 2.7802 -0.6344 -0.5466 -0.55
F 3.1364 -2.5318 -1.7416 -0.54
F 4.5167 -0.5855 -1.7777 -0.54
P -1.6450 1.8173 -2.8342 2.57
F -3.0645 2.4542 -2.4055 -0.53
F -2.1616 1.1432 -4.2261 -0.57
F -1.1686 3.1795 -3.6487 -0.54
F -0.2005 1.1091 -3.0432 -0.57
F -0.9733 2.4835 -1.4388 -0.53
F -2.1652 0.5057 -2.0492 -0.54
P 1.9460 -2.2469 3.2412 2.58
F 0.8367 -1.4775 2.3758 -0.56
F 2.8469 -0.9142 3.1965 -0.58
F 1.2698 -1.7153 4.5844 -0.56
F 3.0187 -3.1283 4.1644 -0.57
F 0.8701 -3.5213 3.2707 -0.53
F 2.6265 -2.8946 1.9293 -0.56
```

No. 2
The following is a quantum chemistry calculation of a 2-piece molecular cluster, C7H22NOSi2 overall at a distorted geometry, from the OMol25 dataset.

Summary:
- Net charge: +1
- Energy: -988.63518 Eh
- Frontier orbital gap: 0.3211 Eh
- HOMO level: -0.4722 Eh
- Relative energy (zero: lowest compared OMol25 entry of this formula, charge and spin): 5.9 kJ/mol
- Spin multiplicity: 1

The geometry in XYZ format:
```
33
Properties=species:S:1:pos:R:3:nbo_charge:R:1
C -2.3212 -2.5347 0.2120 -0.65
C 3.4523 -0.8738 -1.3224 -1.08
C 1.7790 -0.9935 1.4120 -1.09
C 3.0395 1.7441 0.7806 -1.13
C -1.8183 0.6404 1.5371 -1.29
C -1.3145 -1.7314 -0.5646 -0.97
C -2.3566 1.4626 -1.3983 -0.69
N -2.9190 2.5553 -0.6225 -0.87
O 1.0917 0.4878 -0.9410 -1.09
Si 2.4547 0.1419 -0.0576 1.79
Si -1.6760 0.0428 -0.2044 1.99
H -2.0686 -3.5533 -0.0086 0.25
H -2.2718 -2.6307 1.2759 0.24
H -3.3170 -2.4239 -0.1324 0.22
H 3.2592 -0.3932 -2.2026 0.23
H 4.5047 -1.0845 -1.1333 0.26
H 3.0355 -1.7818 -1.3568 0.23
H 2.4024 -1.7813 1.4362 0.23
H 2.0105 -0.4642 2.3357 0.24
H 0.7748 -1.2927 1.5489 0.22
H 4.0099 2.2416 0.7658 0.27
H 2.4382 2.4499 0.1909 0.24
H 2.8089 1.5687 1.8147 0.25
H -0.8094 1.1984 1.7570 0.31
H -2.5529 1.4603 1.5551 0.29
H -1.9444 -0.1524 2.3906 0.29
H -1.4561 -1.9360 -1.6609 0.27
H -0.2982 -1.9761 -0.4090 0.28
H -3.0908 0.9011 -2.1760 0.23
H -1.4908 1.6721 -2.0154 0.25
H 1.2815 1.1611 -1.5533 0.49
H -3.8456 2.3732 -0.2374 0.39
H -2.7916 3.5021 -1.0159 0.40
```

No. 3
The following is a quantum chemistry calculation of a 2-piece molecular cluster, C32H47F3N4O5PS overall at a distorted geometry, from the OMol25 dataset.

Summary:
- Net charge: +1
- Energy: -2880.96862 Eh
- Frontier orbital gap: 0.2668 Eh
- HOMO level: -0.3657 Eh
- Spin multiplicity: 1

The geometry in XYZ format:
```
93
Properties=species:S:1:pos:R:3:mulliken_charge:R:1
C -4.7950 -0.1052 1.0155 -0.08
C -3.5423 -0.1726 1.4510 0.12
C -2.0634 -0.3243 2.1210 -0.50
C -0.9248 -0.0998 0.9982 -0.36
C -0.1639 1.3424 1.0930 -0.65
C 1.3234 1.1017 0.5347 0.37
C 2.5476 1.3240 1.2715 -0.21
C 2.5356 1.8593 2.7875 -0.40
C 3.0508 3.4086 2.7555 -0.33
C 4.0227 3.6369 4.0259 -0.77
C 3.1134 3.8859 5.3404 -0.33
N 2.2908 5.1408 5.2290 -0.29
C 0.8371 4.8263 5.0497 0.28
N 0.2520 5.4298 3.9959 -0.59
N 0.0721 3.8759 5.9260 -0.64
C 3.9877 0.9830 0.5788 -0.22
O 5.0110 1.7255 0.7256 -0.55
C 3.9627 -0.3602 -0.3495 0.38
C 5.1747 -1.3919 -0.4114 0.04
P 6.7263 -1.0496 0.6145 0.22
S 7.4999 -2.6197 1.4825 -0.35
C 4.9556 -2.6810 -1.3428 0.54
C 6.1221 -3.8248 -1.4333 -1.00
C 5.7104 -4.9531 -0.3073 -0.40
O 4.3666 -4.7499 0.2200 -0.31
C 4.3824 -4.3278 1.6042 -0.11
C 2.8516 -4.3688 2.1916 0.74
F 2.5169 -3.1307 2.8939 -0.26
F 2.6670 -5.4157 3.1788 -0.28
F 1.8789 -4.5371 1.1474 -0.24
C 3.6135 -2.8806 -2.1938 -0.70
C 2.3953 -1.8454 -2.1366 0.24
C 1.0718 -2.1086 -3.0151 -0.77
C 1.5830 -1.5928 -4.5993 0.12
C 0.7808 -0.2069 -5.1613 -0.42
O 2.3136 -0.2551 -4.6510 -0.38
C 2.6083 -0.5969 -1.1738 0.56
C 1.4199 0.5062 -0.9843 -0.06
O 0.6382 0.8819 -1.9171 -0.57
H -5.7094 0.0731 0.3277 -0.18
H -1.9985 -1.4483 2.4303 0.30
H -1.9694 0.3407 3.0522 0.30
H -1.4253 -0.2031 -0.0506 0.22
H -0.1235 -0.9476 1.0503 0.24
H -0.6981 2.0288 0.3159 0.28
H -0.2249 1.8361 2.1263 0.25
H 1.5256 1.7148 3.3128 0.19
H 3.2968 1.1928 3.3725 0.40
H 3.6722 3.6534 1.8003 0.37
H 2.1239 4.0893 2.7238 0.21
H 4.7662 4.4923 3.8311 0.36
H 4.6621 2.6745 4.1713 0.31
H 2.4478 2.9416 5.4692 0.11
H 3.8520 3.9292 6.2437 0.37
H 2.4572 5.6999 6.0809 0.33
H -0.7458 5.1233 3.9513 0.21
H 0.0939 2.9642 5.4140 0.29
H -0.9103 4.2317 5.9036 0.30
H 7.7553 -0.5194 -0.2588 0.15
H 6.5236 -0.0594 1.6528 0.12
H 7.1695 -3.3984 -1.2284 0.27
H 6.0817 -4.2956 -2.4975 0.37
H 6.5182 -5.0842 0.5048 0.29
H 5.6714 -5.9614 -0.8962 0.29
H 4.7092 -3.2142 1.7294 -0.05
H 5.0035 -5.0129 2.3035 0.30
H 3.5669 -3.8301 -2.8657 0.27
H 0.8050 -3.2240 -3.1233 0.42
H 0.1769 -1.4458 -2.7420 0.20
H 1.8509 -2.4548 -5.4137 0.27
H 0.6244 0.6812 -4.4529 0.18
H 0.7776 0.0327 -6.2831 0.28
C -6.2918 0.4145 -3.1866 -0.89
N -7.7071 0.3202 -3.7395 -0.08
C -7.6484 -0.4414 -5.0534 -0.87
C -8.2369 1.7114 -4.0022 -0.86
C -8.6306 -0.4650 -2.7833 -0.51
C -8.8315 0.1760 -1.4062 -0.68
O -7.5932 0.3024 -0.7196 -0.45
H -5.6307 0.7327 -3.9966 0.38
H -6.2594 1.1660 -2.3990 0.39
H -5.9918 -0.5679 -2.8219 0.37
H -7.0075 0.1084 -5.7454 0.39
H -8.6608 -0.5163 -5.4543 0.39
H -7.2372 -1.4340 -4.8591 0.39
H -8.2209 2.2813 -3.0729 0.37
H -9.2570 1.6250 -4.3834 0.36
H -7.5922 2.1917 -4.7405 0.39
H -8.1801 -1.4555 -2.6731 0.39
H -9.5953 -0.5643 -3.2881 0.37
H -9.4878 -0.4597 -0.8080 0.42
H -9.2996 1.1623 -1.4868 0.40
H -7.7609 0.7822 0.1087 0.31
```

No. 4
The following is a quantum chemistry calculation of one molecule with the formula C4H11N3O at a distorted geometry, from the OMol25 dataset.

Summary:
- Net charge: 0
- Energy: -398.40523 Eh
- Frontier orbital gap: 0.2571 Eh
- HOMO level: -0.2365 Eh
- Relative energy (zero: lowest compared OMol25 entry of this formula, charge and spin): 391.0 kJ/mol
- Spin multiplicity: 1

The geometry in XYZ format:
```
19
Properties=species:S:1:pos:R:3:nbo_charge:R:1
C -0.0110 -0.7877 -0.0655 0.31
C 0.5627 -0.3035 1.2720 -0.44
C 0.8495 1.2007 1.1472 -0.92
C -0.9044 0.3553 -0.5865 0.63
N 1.0179 -1.0625 -1.0775 -0.89
N -0.7195 0.7705 -1.8077 -0.71
O -0.8201 -1.9401 0.1144 -0.70
N -1.7730 1.0448 0.2096 -0.92
H -1.0954 -2.2677 -0.7527 0.47
H 1.7834 -0.4060 -0.9430 0.38
H 1.3904 -1.9891 -0.8951 0.38
H -0.0044 0.3104 -2.3616 0.44
H -1.3005 1.5134 -2.1705 0.42
H -2.1169 0.4141 0.9316 0.38
H 1.3993 -0.9719 1.5270 0.20
H -0.2057 -0.4678 2.0334 0.21
H 1.0575 1.6294 2.1304 0.20
H 1.7502 1.3738 0.5422 0.16
H -0.8600 1.5836 0.7521 0.40
```

Question: Which formula does entry 4 have?
Answer: C4H11N3O

Question: Among the records above, which one has the lowest frontier orbital gap?
Answer: F24InP4